This record from the Open Molecules 2025 dataset describes one molecule with the formula C3H3ClN2 at a distorted geometry. The level of theory is ωB97M-V with the def2-TZVPD basis set.

The geometry in XYZ format:
```
9
Properties=species:S:1:pos:R:3:forces:R:3:mulliken_charge:R:1
Cl -2.796 -0.228 -0.019 -0.654 -0.905 0.135 -0.197
C -1.096 -0.323 0.053 0.470 2.583 0.233 0.391
C -0.419 0.897 0.060 0.580 -2.822 -0.341 -0.426
N 0.899 0.475 -0.017 -0.434 -0.005 0.065 -0.025
C 0.920 -0.880 -0.031 1.198 0.137 0.320 -0.126
N -0.266 -1.386 0.053 -1.452 -0.668 -0.367 -0.542
H -0.794 1.889 0.051 0.095 0.570 -0.018 0.396
H 1.711 1.030 -0.105 0.611 0.645 0.014 0.155
H 1.840 -1.473 -0.045 -0.415 0.465 -0.041 0.372
```
Forces are in eV/Å.

Properties
Orbital gap   9.52 eV
SMILES   Clc1c[nH]cn1
Electronic energy   -685.8154 Ha
ΔE to the lowest compared entry with this formula, charge and spin   0.00 kJ/mol
LUMO energy   0.79 eV